(1)
ORCA calculation (ωB97M-V/def2-TZVPD) on a 4-piece molecular cluster, C15H26F9NO8P overall at a distorted geometry.

Structure (XYZ):
```
60
Properties=species:S:1:pos:R:3:forces:R:3
C -2.10936 -0.35462 0.43910 -0.4 0.5 -0.9
C -2.84329 1.06763 -0.00881 0.9 -1.4 -1.1
N -4.11281 1.28439 0.83850 -1.0 0.2 -2.5
P -5.43041 0.71164 -0.27728 1.4 0.4 1.0
C -7.13376 0.55872 0.57596 -0.8 0.4 0.7
O -7.98826 -0.26480 -0.33175 -0.7 0.3 5.8
O -7.43916 -0.27733 -1.51324 2.9 -0.5 -5.3
H -2.75024 -1.24384 -0.01064 1.4 1.8 1.1
H -1.06962 -0.36072 -0.11561 -2.1 -0.2 1.4
H -2.02930 -0.47761 1.60182 0.0 0.4 -2.4
H -3.16810 0.91978 -1.14804 0.9 0.5 2.2
H -2.11883 1.98636 0.00336 -1.7 -1.8 0.3
H -4.16468 2.32280 0.96276 -0.5 -1.1 0.1
H -5.42366 1.56794 -1.45420 -0.2 -0.7 0.9
H -4.96213 -0.60193 -0.74138 -0.4 1.4 0.7
H -7.65560 1.60314 0.70133 1.2 -1.8 -0.3
H -7.03209 0.08270 1.65518 -0.1 0.7 -2.4
H -7.06175 -1.18110 -1.74315 -1.0 0.9 0.8
C -2.66124 0.36651 -6.92282 -0.3 0.1 0.2
C -2.01502 -0.95028 -6.53475 0.1 0.2 -1.1
O -2.10716 -1.15656 -5.11697 -1.5 -1.0 1.6
C -3.28674 -1.68438 -4.65867 -0.3 0.3 -3.6
O -4.23422 -1.97370 -5.38446 1.9 0.5 2.4
C -3.22934 -1.89601 -3.14622 0.6 -0.8 1.9
F -2.68168 -0.83597 -2.48493 -0.5 -0.6 -0.9
F -2.47723 -2.98262 -2.80903 -0.8 1.1 -0.7
F -4.45667 -2.09521 -2.58849 0.6 0.3 -0.7
H -2.22824 1.19198 -6.34866 0.1 -0.1 -0.2
H -2.52351 0.56616 -7.98917 0.0 -0.1 0.2
H -3.73430 0.35770 -6.70739 0.1 -0.1 -0.1
H -0.94883 -0.92278 -6.78356 -0.2 -0.1 0.4
H -2.45148 -1.79233 -7.08402 -0.1 0.1 0.3
C 3.10492 1.13886 4.68285 0.1 0.3 0.0
C 2.15060 0.34730 3.80830 0.7 -0.5 0.7
O 1.32755 1.23249 3.03360 0.0 1.0 -2.1
C 1.87963 1.70970 1.87276 2.5 -2.1 1.4
O 3.00934 1.42423 1.48491 -2.9 1.1 0.4
C 0.88197 2.59557 1.12744 -0.9 2.1 -1.0
F 0.22886 3.46463 1.95150 0.7 -1.0 -0.5
F -0.08598 1.86470 0.50372 0.9 0.1 0.5
F 1.46479 3.35854 0.16035 -0.3 -1.1 1.1
H 2.55532 1.85354 5.30390 0.0 -0.2 0.0
H 3.67808 0.47199 5.33302 -0.3 0.2 -0.2
H 3.80691 1.71903 4.07575 0.0 -0.2 0.0
H 1.47729 -0.24168 4.44011 -0.1 0.3 -0.3
H 2.68506 -0.35891 3.16265 -0.1 0.3 -0.1
C 7.42421 -0.98624 0.43639 0.0 -0.4 0.1
C 7.15239 0.03931 1.52105 0.5 0.3 -0.7
O 6.28283 -0.50825 2.52364 0.2 -1.0 1.8
C 6.88314 -1.26803 3.49443 2.6 1.0 -1.9
O 8.08947 -1.49403 3.53752 -3.1 0.2 0.4
C 5.85315 -1.74376 4.51835 -1.4 -1.2 1.8
F 4.70578 -2.20174 3.93980 1.0 0.5 0.1
F 5.47679 -0.74572 5.36828 0.7 -0.5 -0.8
F 6.31106 -2.75920 5.30337 -0.1 1.2 -1.1
H 6.48507 -1.36292 0.01844 0.1 0.2 0.0
H 8.02042 -0.54903 -0.36942 -0.1 0.0 0.1
H 7.96330 -1.85042 0.83704 0.0 0.2 0.0
H 6.63521 0.90227 1.08832 -0.2 -0.2 0.3
H 8.08152 0.41212 1.96712 -0.2 -0.3 0.1
```
Forces are in eV/Å.

Output
total charge: +1
HOMO level: -12.90 eV
LUMO energy: -0.1188 Ha

***

(2)
ORCA calculation (ωB97M-V/def2-TZVPD) on C34H48I2MnN6O3P as an isolated structure at a distorted geometry.

Structure (XYZ):
```
95
Properties=species:S:1:pos:R:3:forces:R:3
Mn 1.96303 1.24818 0.25961 0.7 -2.0 -0.2
C 4.72076 1.17183 -1.11333 0.4 -0.2 -0.2
N 4.24926 1.52333 0.23409 -1.1 0.3 0.1
C 4.78031 0.74124 1.36237 0.4 -0.4 0.0
C 3.79076 0.86229 2.46393 0.5 0.0 0.1
N 2.51270 1.07255 2.21627 -0.3 0.1 -0.6
C 1.90142 1.26221 3.44722 -0.3 0.1 0.4
C 0.58873 1.59567 3.76194 0.1 0.1 0.0
C 0.28773 1.76825 5.09551 0.0 0.0 0.0
C 1.26185 1.61263 6.09444 0.0 0.0 0.0
C 2.57118 1.29545 5.79336 -0.1 0.0 -0.1
C 2.86902 1.13327 4.44627 -0.2 0.0 0.0
N 4.06356 0.88629 3.77734 -0.3 -0.1 -0.3
C 3.63986 1.53727 -2.06812 0.6 0.0 -0.1
N 2.39757 1.74558 -1.67879 -0.3 -0.2 0.6
C 1.69049 2.11916 -2.81486 -0.3 0.3 -0.3
C 0.36307 2.51209 -2.96347 0.1 0.1 -0.1
C -0.04569 2.86377 -4.23190 0.0 0.0 0.0
C 0.83751 2.83684 -5.32356 0.0 0.0 0.0
C 2.15970 2.46740 -5.18215 -0.1 0.0 0.0
C 2.56397 2.11298 -3.90171 -0.2 0.1 0.1
N 3.80122 1.74248 -3.38308 -0.2 0.0 0.3
H 4.93286 0.09932 -1.16222 -0.2 0.0 0.1
H 5.64509 1.69511 -1.38647 -0.1 0.0 0.2
H 4.42768 2.51456 0.39972 -0.1 -0.1 0.0
H 5.76229 1.08803 1.70211 -0.1 0.1 -0.2
H 4.89806 -0.30187 1.05091 -0.2 0.0 0.0
H -0.15686 1.69821 2.98675 0.0 0.1 0.0
H -0.71827 2.03220 5.38529 -0.1 0.0 0.0
H 0.97965 1.75376 7.12731 0.0 0.0 0.0
H 3.31886 1.19000 6.56494 0.0 0.0 0.0
H 4.97122 0.75844 4.19838 0.0 0.0 0.0
H -0.31133 2.53499 -2.11980 0.0 0.0 0.0
H -1.06762 3.17575 -4.39405 0.0 0.0 0.0
H 0.47278 3.12202 -6.29952 0.0 0.0 0.0
H 2.83793 2.46191 -6.02031 0.1 0.0 -0.1
H 4.66915 1.67768 -3.89314 0.0 0.0 0.0
I 0.91178 3.94505 0.79045 0.0 0.1 0.0
I 2.20617 5.34796 -1.05985 0.0 0.0 0.1
O 0.08507 0.60242 0.32282 1.7 1.7 0.4
P -0.89188 -0.58109 0.22940 -0.6 -1.6 -0.6
C -0.49756 -1.50601 -1.29094 0.3 0.2 0.0
C -1.40264 -2.69068 -1.70417 -0.2 0.0 0.0
C -2.03212 -2.46698 -3.07523 -0.1 0.0 0.0
C -0.95842 -2.29352 -4.14636 0.0 -0.1 0.0
C 0.11323 -1.26946 -3.72598 0.1 0.0 0.0
C -0.26908 -0.52599 -2.45278 0.0 0.1 0.2
C -0.60477 -1.69890 1.63442 0.4 0.3 0.1
C -1.06559 -1.10563 2.98502 -0.1 0.1 0.0
C -2.30846 -1.81260 3.50801 0.0 0.1 0.1
C -1.99058 -3.27691 3.81772 0.0 0.0 0.0
C -1.02116 -3.87746 2.78653 0.0 0.0 0.0
C -1.10702 -3.13795 1.45634 -0.1 -0.1 -0.2
C -2.57118 0.12671 0.28859 0.2 0.2 0.2
C -3.73108 -0.80724 -0.08132 0.0 -0.2 0.0
C -5.02690 -0.00268 -0.07241 0.0 0.0 0.0
C -5.03545 1.03196 -1.20882 -0.1 0.0 0.0
C -3.61877 1.38816 -1.66439 0.0 0.1 -0.1
C -2.66082 1.47045 -0.48422 0.0 0.1 0.0
H 0.48816 -1.91588 -1.03119 -0.1 0.1 0.0
H -2.17247 -2.89795 -0.96359 0.0 0.0 -0.1
H -0.78862 -3.59177 -1.75192 0.0 0.0 0.0
H -2.68932 -1.59180 -3.05118 0.0 0.0 0.0
H -2.66887 -3.31704 -3.32253 0.0 0.0 0.0
H -1.42020 -1.99923 -5.08873 0.0 0.0 0.0
H -0.48827 -3.26261 -4.32632 0.0 0.0 0.0
H 0.28493 -0.54270 -4.52320 0.0 0.0 0.0
H 1.06998 -1.77301 -3.56103 0.0 0.0 0.1
H -1.16822 0.07326 -2.62929 0.0 0.0 0.0
H 0.52043 0.17813 -2.18046 -0.2 -0.4 0.0
H 0.49712 -1.72855 1.64166 -0.1 -0.1 -0.1
H -1.23013 -0.02869 2.91107 -0.1 -0.1 0.0
H -0.26124 -1.22973 3.71339 0.0 0.0 0.0
H -3.10984 -1.74431 2.76811 0.0 0.0 0.0
H -2.67940 -1.30916 4.40090 0.0 0.0 0.0
H -2.91424 -3.85480 3.84937 0.0 0.0 0.0
H -1.54962 -3.34682 4.81337 0.0 0.0 0.0
H -1.23578 -4.93428 2.63463 0.0 0.0 0.0
H 0.00655 -3.82433 3.15356 0.0 0.0 0.0
H -2.14508 -3.14860 1.11610 0.0 0.0 0.0
H -0.52283 -3.64900 0.68963 0.0 0.1 0.1
H -2.67768 0.34983 1.35782 0.0 0.0 0.0
H -3.79141 -1.63931 0.62148 0.0 0.0 0.0
H -3.58818 -1.23511 -1.07340 0.0 0.0 0.0
H -5.12508 0.49136 0.89778 0.0 0.0 0.0
H -5.88189 -0.67142 -0.16364 0.0 0.0 0.0
H -5.55217 1.93470 -0.87886 0.0 0.0 0.0
H -5.60060 0.64887 -2.05937 0.0 0.0 0.0
H -3.62671 2.34178 -2.19551 0.0 0.0 0.0
H -3.25712 0.64584 -2.38257 0.0 0.0 0.0
H -3.01984 2.23940 0.20418 0.0 0.0 0.0
H -1.67106 1.79606 -0.80628 0.0 0.0 0.0
O 2.30663 -3.04123 0.05762 -2.1 1.2 -1.0
N 2.93196 -2.01946 0.11431 5.0 -2.1 2.5
O 2.57784 -0.87292 -0.23998 -2.8 2.3 -1.2
```
Forces are in eV/Å.

Output
total charge: +2
relative energy (zero: lowest compared OMol25 entry of this formula, charge and spin): 124.1 kJ/mol
expectation value of S²: 6.073
2S+1: 5
HOMO level (spin up / spin down): -12.40 / -12.30 eV
LUMO energy (spin up / spin down): -0.3119 / -0.2672 Ha

***

(3)
ORCA calculation (ωB97M-V/def2-TZVPD) on an isolated ion of composition C4H11INO and charge +1 at a distorted geometry.

Structure (XYZ):
```
18
Properties=species:S:1:pos:R:3:forces:R:3
C -0.67781 -1.91416 -1.25625 0.4 2.3 0.1
C 1.06201 2.16193 0.73464 -1.5 0.2 0.8
C -1.03607 -1.01565 -0.09892 2.6 -2.8 2.5
C 0.09084 1.03291 1.04568 1.9 -3.0 2.7
N -0.22076 0.21003 -0.14510 -0.3 3.0 -1.6
O 1.02682 -0.20365 1.74171 -2.1 2.6 -1.7
I -1.67940 1.41594 2.20444 0.8 0.0 -0.4
H -1.43004 -2.61446 -1.32578 -1.9 -1.3 -0.8
H -0.61096 -1.20333 -2.05451 -0.4 -0.3 -1.5
H 0.21807 -2.46450 -1.26867 1.5 -0.4 0.7
H 1.68168 2.26872 1.59422 0.4 0.4 0.7
H 0.68686 3.12396 0.40395 -0.9 0.1 0.5
H 1.69085 1.94161 -0.05896 1.4 -1.2 -1.6
H -0.73874 -1.56075 0.86643 -0.9 1.2 -1.1
H -2.04807 -0.76867 -0.17149 -1.5 0.6 0.3
H -0.68063 0.90944 -0.81939 0.8 -1.3 0.8
H 0.72964 0.05735 -0.49095 -0.1 -0.6 -0.4
H 1.29096 -0.00957 2.65251 -0.3 0.4 -0.1
```
Forces are in eV/Å.

Output
total charge: +1
relative energy (zero: lowest compared OMol25 entry of this formula, charge and spin): 172.1 kJ/mol
HOMO level: -14.09 eV
structure (SMILES): CC[NH2+][C@](C)(O)I
LUMO energy: -0.1391 Ha

***

(4)
ORCA calculation (ωB97M-V/def2-TZVPD) on one molecule with the formula C3H7ClFN at a distorted geometry.

Structure (XYZ):
```
13
Properties=species:S:1:pos:R:3:forces:R:3
C 1.05054 -0.00251 -0.41736 0.5 0.0 0.6
C -0.32657 0.66305 -0.60540 -0.1 -1.3 -1.3
C -1.38624 0.21048 0.35632 0.3 0.0 -0.1
H 1.39689 -0.47302 1.58855 0.6 0.8 1.2
H 1.53823 -1.73167 0.60084 0.2 -0.3 -0.1
H 1.37666 -0.61730 -1.26032 -0.7 0.0 -0.1
H 1.83713 0.76287 -0.40730 -0.1 0.1 0.4
H -0.34107 1.71594 -0.69742 0.4 1.3 0.7
H -0.67390 0.39040 -1.58164 -0.3 -0.3 -0.8
H -0.95178 0.08116 1.31466 0.1 -0.8 0.9
N 1.04821 -0.87579 0.76816 -0.4 -0.4 -1.4
F -2.34335 1.14693 0.51746 -0.8 1.0 -0.2
Cl -2.22476 -1.27054 -0.17656 0.3 -0.1 0.1
```
Forces are in eV/Å.

Output
total charge: 0
relative energy (zero: lowest compared OMol25 entry of this formula, charge and spin): 65.3 kJ/mol
HOMO level: -9.65 eV
structure (SMILES): NCC[C@@H](F)Cl
LUMO energy: 0.0338 Ha

***

- Which of these has the lowest total charge?
  C3H7ClFN

***

- Among the records above, which one has the lowest total charge?
  C3H7ClFN

***

- Which value of total charge does entry 1 give?
  +1